This record from the OMol25 dataset describes a structure of composition C19H17CuN8SbSe4. The level of theory is ωB97M-V/def2-TZVPD.

CARTESIAN COORDINATES (ANGSTROEM)
Cu1 -0.57 0.17 0.52
C1 3.11 3.73 2.87
C2 1.84 4.19 3.20
C3 0.71 3.70 2.55
C4 0.83 2.74 1.53
C5 2.12 2.28 1.21
C6 3.24 2.77 1.87
N1 -0.27 2.18 0.91
C7 -1.18 2.94 0.27
C8 -1.13 4.35 0.10
C9 -2.18 5.04 -0.48
C10 -3.31 4.39 -0.96
C11 -3.37 3.01 -0.87
C12 -2.31 2.30 -0.32
N2 -2.23 0.91 -0.32
N3 -3.30 0.24 -0.29
C13 -3.03 -1.11 -0.13
C14 -3.90 -2.07 -0.64
C15 -3.58 -3.40 -0.47
C16 -2.43 -3.74 0.22
C17 -1.63 -2.73 0.71
N4 -1.93 -1.44 0.57
H1 3.98 4.12 3.38
H2 1.71 4.92 3.99
H3 -0.28 4.04 2.83
H4 2.21 1.52 0.45
H5 4.22 2.40 1.60
H6 -0.26 4.89 0.46
H7 -2.10 6.12 -0.57
H8 -4.12 4.94 -1.42
H9 -4.20 2.44 -1.27
H10 -4.77 -1.75 -1.21
H11 -4.20 -4.18 -0.90
H12 -2.11 -4.77 0.32
H13 -0.70 -2.95 1.22
N5 2.97 -2.31 -2.22
C18 3.47 -2.73 -1.04
N6 4.45 -3.67 -1.10
N7 3.19 -2.20 0.15
C19 2.10 -1.52 0.32
N8 1.15 -0.90 0.60
H14 3.12 -2.97 -2.98
H15 2.02 -1.94 -2.26
H16 4.30 -4.36 -1.85
H17 4.59 -4.11 -0.20
Se1 1.34 -5.30 0.14
Sb1 0.73 -5.01 -2.32
Se2 -0.30 -2.84 -2.57
Se3 -0.74 -6.91 -1.93
Se4 2.73 -5.41 -3.67

The value obtained for the highest occupied orbital energy (spin up / spin down) is -2.194 / -2.140 eV. Its multiplicity is 2. The energy above the lowest of the compared OMol25 structures with the same formula, charge and spin is 0.000 eV. Its LUMO energy (spin up / spin down) is 4.2 / 3.8 eV. The calculation puts the HOMO-LUMO gap (spin up / spin down) at 6.41 / 5.93 eV. As for the charge: -2.



This record from the OMol25 dataset describes an isolated molecule of C27H29NO8S. The level of theory is ωB97M-V/def2-TZVPD.

CARTESIAN COORDINATES (ANGSTROEM)
C1 4.46 5.60 0.31
S1 5.78 4.58 1.02
C2 5.05 2.92 0.79
C3 5.22 2.43 -0.64
C4 4.43 1.14 -0.90
N1 4.87 0.04 -0.08
C5 4.91 -1.23 -0.60
O1 4.84 -1.47 -1.77
O2 5.07 -2.10 0.40
C6 5.21 -3.52 0.13
C7 3.94 -4.05 -0.55
C8 6.44 -3.77 -0.74
C9 5.38 -4.15 1.51
C10 2.93 1.40 -0.78
O3 2.39 2.40 -1.17
O4 2.33 0.37 -0.18
C11 0.97 0.27 0.03
C12 0.60 -0.67 1.00
C13 -0.73 -0.87 1.28
C14 -1.72 -0.16 0.60
C15 -3.15 -0.37 0.92
O5 -3.51 -1.17 1.77
C16 -4.06 0.46 0.11
C17 -5.51 0.36 0.30
C18 -6.06 0.20 1.57
C19 -7.43 0.15 1.74
C20 -8.28 0.23 0.65
C21 -7.74 0.33 -0.64
C22 -6.36 0.41 -0.80
O6 -8.53 0.36 -1.76
C23 -9.85 -0.07 -1.52
C24 -10.39 0.60 -0.25
O7 -9.63 0.20 0.87
C25 -3.54 1.30 -0.81
O8 -2.24 1.48 -1.08
C26 -1.34 0.76 -0.38
C27 0.01 0.98 -0.67
H1 3.55 5.46 0.89
H2 4.79 6.63 0.38
H3 4.29 5.32 -0.72
H4 5.58 2.28 1.50
H5 4.00 2.99 1.07
H6 6.28 2.26 -0.84
H7 4.85 3.18 -1.33
H8 4.60 0.82 -1.94
H9 4.79 0.12 0.92
H10 4.02 -5.12 -0.68
H11 3.82 -3.59 -1.53
H12 3.07 -3.82 0.05
H13 6.58 -4.84 -0.87
H14 6.32 -3.31 -1.71
H15 7.32 -3.35 -0.26
H16 5.50 -5.23 1.41
H17 4.51 -3.95 2.12
H18 6.25 -3.74 2.00
H19 1.37 -1.21 1.52
H20 -1.05 -1.58 2.03
H21 -5.41 0.14 2.43
H22 -7.86 0.05 2.72
H23 -5.98 0.48 -1.80
H24 -10.43 0.22 -2.40
H25 -9.88 -1.16 -1.39
H26 -11.42 0.30 -0.06
H27 -10.34 1.69 -0.37
H28 -4.16 1.95 -1.41
H29 0.27 1.70 -1.43

The value obtained for the highest occupied orbital energy is -8.077 eV. Its multiplicity is 1. The energy above the lowest of the compared OMol25 structures with the same formula, charge and spin is 0.000 eV. Its LUMO energy is 0.1 eV. As for the SMILES: CSCC[C@@H](NC(=O)OC(C)(C)C)C(=O)Oc1ccc2c(=O)c(-c3ccc4c(c3)OCCO4)coc2c1. The calculation puts the HOMO-LUMO gap at 8.18 eV.



This record from the OMol25 dataset describes a structure of composition C27H35FN2O4. The level of theory is ωB97M-V/def2-TZVPD.

CARTESIAN COORDINATES (ANGSTROEM)
C1 -6.16 -0.21 0.71
H1 -6.17 -0.39 -0.45
O1 -4.74 0.29 0.93
C2 -3.76 -0.61 0.68
C3 -2.60 -0.24 1.07
C4 -1.48 -0.79 1.07
C5 -1.48 -2.03 0.49
C6 -2.58 -2.42 -0.31
C7 -3.85 -1.76 -0.10
O2 -4.91 -2.35 -0.57
C8 -5.41 -3.37 -0.08
H2 -4.77 -4.26 -0.50
H3 -5.43 -3.76 0.89
H4 -6.31 -3.66 -0.51
O3 -2.61 -3.62 -1.04
C9 -1.47 -4.32 -1.03
H5 -0.89 -4.78 -0.17
H6 -1.72 -5.22 -1.66
H7 -0.60 -3.57 -1.80
H8 -0.47 -2.36 0.31
C10 -0.22 -0.17 1.55
O4 -0.12 -0.12 3.00
N1 0.76 0.45 0.85
C11 0.53 0.56 -0.46
C12 0.34 2.13 -1.30
H9 0.38 2.00 -2.16
H10 1.18 2.41 -0.76
C13 -0.94 2.71 -0.56
N2 -1.47 3.60 -1.31
C14 -2.40 3.24 -2.27
H11 -2.61 4.23 -3.06
H12 -3.41 3.00 -1.96
H13 -2.09 2.47 -2.92
C15 -1.70 4.69 -0.65
H14 -2.75 4.77 -0.27
C16 -0.69 4.89 0.60
C17 -0.81 3.20 0.69
H15 -1.74 3.02 1.72
H16 0.00 2.85 1.44
H17 0.17 5.07 0.35
H18 -0.93 5.23 1.56
H19 -1.63 5.79 -0.98
H20 -1.83 1.71 -0.47
H21 1.45 0.01 -1.09
H22 -0.35 -0.04 -1.03
C18 2.20 0.69 1.33
C19 3.22 -0.33 1.01
C20 4.38 0.07 0.41
C21 5.43 -0.49 -0.13
C22 5.19 -1.78 -0.55
C23 6.48 -2.50 -1.02
C24 7.74 -1.95 -0.84
C25 8.02 -0.66 -0.35
C26 6.76 -0.13 0.21
F1 6.94 1.13 0.76
H23 8.84 -0.16 0.11
H24 8.57 -2.60 -1.14
H25 6.28 -3.52 -1.35
H26 4.38 -2.18 -0.75
H27 4.51 1.27 0.51
C27 2.91 -1.71 1.26
H28 3.82 -2.20 1.61
H29 2.29 -1.66 2.18
H30 2.14 -2.18 0.66
H31 1.95 0.65 2.47
H32 2.33 1.68 1.03
H33 -2.67 0.76 1.84
H34 -6.79 0.74 1.06
H35 -6.63 -1.19 1.24

The value obtained for the highest occupied orbital energy is -7.833 eV. Its multiplicity is 1. The energy above the lowest of the compared OMol25 structures with the same formula, charge and spin is 21.586 eV. Its LUMO energy is 0.1 eV. The calculation puts the HOMO-LUMO gap at 7.98 eV.



This record from the OMol25 dataset describes an isolated molecule of C19H19F3N4O. The level of theory is ωB97M-V/def2-TZVPD.

CARTESIAN COORDINATES (ANGSTROEM)
C1 6.07 1.72 -5.78
C2 4.91 0.80 -5.82
O1 4.38 0.48 -6.90
N1 4.42 0.17 -4.61
C3 3.31 -0.90 -4.64
C4 4.02 -2.20 -5.00
C5 2.51 -0.94 -3.40
C6 2.70 -1.84 -2.34
C7 1.73 -1.84 -1.28
C8 0.74 -0.89 -1.19
C9 -0.22 -0.96 -0.10
C10 -0.93 -1.10 0.82
C11 -1.92 -0.94 1.84
C12 -2.50 0.29 1.96
N2 -3.30 0.56 3.03
C13 -3.39 -0.40 3.88
N3 -3.97 -0.07 5.07
C14 -4.10 1.21 5.76
C15 -5.55 1.36 6.22
C16 -5.80 2.61 7.13
F1 -5.44 3.58 6.32
F2 -7.15 2.84 7.30
F3 -5.07 2.77 8.28
N4 -3.00 -1.65 3.82
C17 -2.20 -2.00 2.79
C18 0.62 0.04 -2.21
C19 1.48 0.04 -3.31
H1 6.45 1.87 -4.73
H2 5.84 2.69 -6.08
H3 6.74 1.28 -6.44
H4 4.55 0.61 -3.63
H5 2.55 -0.66 -5.41
H6 4.96 -2.29 -4.49
H7 4.27 -1.95 -6.04
H8 3.37 -3.15 -4.97
H9 3.39 -2.71 -2.42
H10 1.62 -2.63 -0.52
H11 -2.32 1.11 1.29
H12 -3.87 -0.85 5.74
H13 -3.45 1.25 6.64
H14 -3.69 2.12 5.22
H15 -6.03 0.52 6.61
H16 -6.03 1.52 5.26
H17 -1.93 -3.12 2.62
H18 -0.16 0.81 -2.27
H19 1.40 0.81 -4.01

The value obtained for the highest occupied orbital energy is -8.247 eV. Its multiplicity is 1. Its LUMO energy is 0.2 eV. As for the SMILES: CC(=O)N[C@@H](C)c1ccc(C#Cc2cnc(NCCC(F)(F)F)nc2)cc1. The calculation puts the HOMO-LUMO gap at 8.49 eV.



This record from the OMol25 dataset describes a structure of composition C15H31AgF6N6O12S6. The level of theory is ωB97M-V/def2-TZVPD.

CARTESIAN COORDINATES (ANGSTROEM)
Ag1 0.73 0.79 0.38
C1 0.84 -1.26 -2.05
C2 0.12 -1.59 -3.30
C3 -0.56 -3.00 -3.18
C4 0.42 -4.13 -3.37
N1 -0.31 -5.36 -2.81
C5 0.68 -6.53 -2.98
C6 0.33 -7.64 -2.02
C7 -0.46 -6.92 -0.91
C8 -0.56 -5.40 -1.26
C9 -1.63 -5.66 -3.51
H1 1.19 -0.23 -2.11
H2 1.62 -2.01 -1.89
H3 0.15 -1.31 -1.21
H4 0.70 -1.52 -4.22
H5 -0.71 -0.89 -3.45
H6 -1.31 -3.03 -3.97
H7 -1.08 -3.06 -2.23
H8 1.30 -3.95 -2.76
H9 0.80 -4.26 -4.38
H10 0.50 -6.86 -4.01
H11 1.72 -6.21 -2.96
H12 -0.20 -8.43 -2.56
H13 1.23 -8.06 -1.58
H14 -1.47 -7.31 -0.78
H15 -0.10 -7.02 0.11
H16 -1.47 -4.88 -0.98
H17 0.27 -4.90 -0.76
H18 -2.04 -6.66 -3.34
H19 -1.43 -5.51 -4.57
H20 -2.39 -4.93 -3.24
C10 -1.24 6.72 5.41
C11 -2.00 6.68 4.04
N2 -1.35 5.68 3.25
C12 -1.34 4.37 3.56
C13 -0.76 3.66 2.46
N3 -0.30 4.61 1.54
C14 -0.47 5.81 2.19
C15 0.48 4.44 0.35
H21 -1.23 5.78 5.97
H22 -1.56 7.58 6.00
H23 -0.19 6.89 5.16
H24 -1.97 7.62 3.50
H25 -3.01 6.41 4.34
H26 -1.93 3.99 4.39
H27 -0.68 2.64 2.12
H28 -0.21 6.78 1.79
H29 -0.06 4.85 -0.51
H30 0.72 3.40 0.13
H31 1.36 5.06 0.46
N4 0.69 0.86 2.72
S1 -0.08 -0.37 3.45
O1 -1.39 0.01 3.89
O2 0.62 -1.45 4.15
F1 -0.41 -1.25 2.20
S2 1.45 1.28 3.98
O3 2.56 0.49 4.59
O4 0.64 2.01 4.94
F2 2.19 2.60 3.40
N5 2.79 1.34 -0.52
S3 3.97 2.01 0.56
O5 3.61 3.20 1.27
O6 5.34 1.77 0.27
F3 3.83 0.88 1.71
S4 3.45 2.03 -1.73
O7 4.52 1.30 -2.39
O8 3.39 3.49 -1.79
F4 2.23 1.97 -2.78
N6 -1.39 1.64 -0.36
S5 -1.92 1.85 -2.00
O9 -2.80 3.03 -2.28
O10 -2.28 0.66 -2.72
F5 -0.57 2.33 -2.68
S6 -2.67 0.90 0.12
O11 -2.46 -0.50 0.16
O12 -4.02 1.48 -0.03
F6 -2.41 1.23 1.69

The value obtained for the highest occupied orbital energy is -9.581 eV. Its multiplicity is 1. The energy above the lowest of the compared OMol25 structures with the same formula, charge and spin is 4.410 eV. Its LUMO energy is -0.7 eV. The calculation puts the HOMO-LUMO gap at 8.87 eV.



This record from the OMol25 dataset describes an isolated molecule of C24H30F3NO3. The level of theory is ωB97M-V/def2-TZVPD.

CARTESIAN COORDINATES (ANGSTROEM)
C1 2.32 0.19 -7.00
C2 2.95 -0.27 -5.69
O1 2.13 0.02 -4.57
C3 0.88 -0.51 -4.45
C4 -0.01 0.28 -3.73
C5 -1.32 -0.11 -3.47
C6 -2.22 0.74 -2.61
N1 -2.14 0.46 -1.19
C7 -2.55 -0.88 -0.84
C8 -2.73 -1.00 0.67
C9 -1.45 -0.63 1.44
C10 -0.37 -1.72 1.25
O2 -0.81 -3.02 1.58
C11 -1.82 -0.51 2.95
C12 -0.67 -0.15 3.83
C13 0.10 -1.13 4.46
C14 1.18 -0.79 5.26
C15 1.52 0.54 5.45
C16 0.74 1.52 4.85
C17 1.07 2.98 5.03
F1 -0.02 3.70 5.36
F2 1.54 3.53 3.89
F3 1.99 3.21 5.97
C18 -0.34 1.18 4.05
C19 -0.94 0.72 0.92
C20 -0.85 0.76 -0.61
C21 -1.74 -1.32 -3.98
C22 -0.88 -2.13 -4.69
C23 0.44 -1.76 -4.93
O3 1.33 -2.55 -5.61
C24 0.89 -3.77 -6.13
H1 1.42 -0.37 -7.21
H2 2.06 1.25 -6.94
H3 3.02 0.05 -7.81
H4 3.18 -1.34 -5.74
H5 3.86 0.29 -5.49
H6 0.36 1.23 -3.37
H7 -1.97 1.80 -2.75
H8 -3.26 0.59 -2.91
H9 -3.52 -1.08 -1.32
H10 -1.84 -1.64 -1.19
H11 -3.53 -0.33 0.98
H12 -3.02 -2.02 0.92
H13 0.52 -1.45 1.84
H14 -0.08 -1.78 0.20
H15 -1.05 -3.03 2.51
H16 -2.59 0.26 3.04
H17 -2.26 -1.45 3.28
H18 -0.15 -2.17 4.34
H19 1.76 -1.56 5.73
H20 2.36 0.81 6.07
H21 -0.93 1.97 3.60
H22 0.04 0.94 1.34
H23 -1.64 1.49 1.23
H24 -0.56 1.77 -0.91
H25 -0.06 0.07 -0.96
H26 -2.76 -1.65 -3.81
H27 -1.24 -3.08 -5.06
H28 0.09 -3.63 -6.86
H29 0.56 -4.45 -5.35
H30 1.76 -4.20 -6.64

The value obtained for the highest occupied orbital energy is -8.108 eV. Its multiplicity is 1. The energy above the lowest of the compared OMol25 structures with the same formula, charge and spin is 0.114 eV. Its LUMO energy is 0.7 eV. As for the SMILES: CCOc1cc(CN2CCC(CO)(Cc3cccc(C(F)(F)F)c3)CC2)ccc1OC. The calculation puts the HOMO-LUMO gap at 8.78 eV.



This record from the OMol25 dataset describes a cluster of 2 separate species, H4NP3 in total. The level of theory is ωB97M-V/def2-TZVPD.

CARTESIAN COORDINATES (ANGSTROEM)
N1 0.88 -0.68 -2.67
P1 1.14 0.26 -1.48
P2 -1.22 0.68 1.33
P3 0.89 0.31 1.53
H1 -1.86 -0.25 0.54
H2 0.53 -1.69 -2.76
H3 -1.58 -0.18 2.53
H4 1.23 1.55 0.97

The value obtained for the highest occupied orbital energy is -7.740 eV. Its multiplicity is 1. The energy above the lowest of the compared OMol25 structures with the same formula, charge and spin is 1.840 eV. Its LUMO energy is -1.1 eV. The calculation puts the HOMO-LUMO gap at 6.59 eV.



This record from the OMol25 dataset describes a structure of composition C23H17Cl2N5PtS3. The level of theory is ωB97M-V/def2-TZVPD.

CARTESIAN COORDINATES (ANGSTROEM)
Pt1 0.26 -0.10 0.40
C1 -0.65 0.26 6.04
S1 -1.70 -0.76 4.97
C2 -1.08 -0.41 3.36
S2 0.60 -0.08 3.12
N1 -1.97 -0.46 2.44
N2 -1.74 -0.27 1.17
C3 -2.72 -0.46 0.29
C4 -2.58 0.01 -1.02
C5 -3.65 0.00 -1.94
C6 -3.53 0.67 -3.13
C7 -2.32 1.34 -3.41
C8 -1.29 1.24 -2.50
N3 -1.38 0.58 -1.36
H1 -0.83 -0.09 7.05
H2 -0.94 1.30 5.95
H3 0.39 0.13 5.76
H4 -3.64 -0.91 0.63
H5 -4.56 -0.51 -1.66
H6 -4.34 0.69 -3.84
H7 -2.20 1.92 -4.31
H8 -0.34 1.73 -2.69
S3 4.31 1.80 0.11
C9 4.58 0.13 -0.12
C10 3.43 -0.61 -0.07
C11 2.28 0.17 0.15
C12 2.60 1.51 0.29
C13 1.60 2.49 0.55
C14 1.84 3.86 0.65
C15 0.79 4.72 0.87
C16 -0.49 4.18 0.98
C17 -0.66 2.81 0.88
N4 0.36 1.98 0.68
H9 5.58 -0.22 -0.30
H10 3.44 -1.69 -0.16
H11 2.85 4.23 0.55
H12 0.94 5.78 0.96
H13 -1.35 4.81 1.15
H14 -1.64 2.37 0.99
Cl1 -0.37 -4.68 0.69
C18 0.30 -4.17 -0.81
C19 0.61 -5.08 -1.78
C20 1.16 -4.66 -2.99
C21 1.38 -3.31 -3.21
C22 1.05 -2.38 -2.25
Cl2 1.26 -0.71 -2.58
C23 0.51 -2.75 -0.97
N5 0.22 -1.93 -0.02
H15 0.42 -6.13 -1.62
H16 1.41 -5.38 -3.76
H17 1.79 -2.96 -4.15

The value obtained for the highest occupied orbital energy (spin up / spin down) is -5.452 / -7.203 eV. Its multiplicity is 5. The energy above the lowest of the compared OMol25 structures with the same formula, charge and spin is 0.000 eV. Its LUMO energy (spin up / spin down) is -0.1 / -1.9 eV. The calculation puts the HOMO-LUMO gap (spin up / spin down) at 5.35 / 5.31 eV.



- Which formula does entry 1 have?
  C19H17CuN8SbSe4